[1]
97
Properties=species:S:1:pos:R:3:forces:R:3 method="wB97M-V/def2-TZVPD" charge=-1 e_above_lowest_ev=1.190 lumo_energy_ha=0.09730 orbital_gap_ev=9.070
C -0.63881 1.39242 -0.32702 -2.3 0.1 -2.6
O 0.29667 1.27420 0.38021 4.0 -0.7 4.8
O -1.88962 1.24061 0.17854 -3.9 3.4 -9.6
O -0.55912 1.57501 -1.51802 -0.1 1.3 -4.4
H -1.58466 0.99370 0.89927 2.8 -3.8 11.8
C 0.06073 -1.59532 6.14692 5.9 5.3 -1.3
C 0.27394 -0.03645 5.84596 -2.5 -0.2 1.2
C -1.04976 0.66767 5.35095 1.9 2.0 2.2
O -1.36485 0.13344 4.17299 -1.9 0.1 -5.5
C -2.44041 0.82080 3.40438 -2.4 -3.2 1.8
N 0.80302 0.66916 7.05943 -8.3 7.5 -4.9
H 1.10807 -1.80737 6.39151 -0.1 -0.7 0.5
H -0.02059 -2.00970 5.24693 -1.1 -2.1 -3.6
H -0.53436 -1.86705 6.86592 -3.6 -1.2 3.8
H 1.02945 0.05211 5.07568 -0.2 -0.2 -0.6
H -0.89454 1.81290 5.38814 0.0 -1.4 -0.5
H -1.94382 0.50406 5.90170 -0.5 -0.2 2.0
H -2.60099 0.42698 2.34944 0.1 -0.9 1.8
H -2.18835 1.78021 3.11731 0.6 2.6 0.6
H -3.56757 0.73933 4.07098 3.4 0.4 -2.1
H 1.33899 1.45802 6.64103 -0.8 -0.2 0.7
H 1.43738 0.14804 7.28095 9.2 -7.6 4.1
C -0.24633 -3.22073 0.34435 1.8 1.6 -0.4
C -0.89474 -2.39244 1.51954 -2.6 -1.2 -1.8
C -1.62417 -3.27615 2.66537 3.6 1.3 0.0
O -2.89171 -3.57788 2.34463 -2.8 -0.5 -1.2
C -3.46434 -4.66897 2.96725 0.6 -3.2 0.3
N 0.05988 -1.49676 2.10300 -1.1 2.5 1.3
H 0.50051 -3.94455 0.66887 0.6 0.5 0.6
H 0.28664 -2.55591 -0.51887 -1.4 -1.3 2.3
H -0.89244 -3.90399 -0.12595 -1.7 -0.3 -0.8
H -1.82675 -1.87197 0.97988 1.7 -0.7 1.2
H -1.54203 -2.80353 3.62924 -0.6 1.8 0.5
H -1.01753 -4.08186 3.05576 0.4 -1.6 -1.2
H -3.04719 -5.74797 2.48968 -0.4 2.7 1.8
H -4.51105 -4.84155 2.79847 -0.7 0.9 -1.0
H -3.52372 -4.58819 4.09610 1.1 -0.4 -0.9
H -0.46339 -1.05164 2.91921 1.2 -0.8 -1.0
H 0.14094 -0.63134 1.50659 0.4 -1.3 0.3
C -0.91393 -1.41819 -2.85348 -2.2 3.3 1.9
C -1.58176 -0.49242 -3.83408 -3.2 0.0 -2.8
C -2.44556 -1.16678 -4.91246 0.1 -2.1 0.0
O -1.55188 -2.03405 -5.59185 0.3 -2.0 -1.1
C -2.19209 -2.85818 -6.67106 0.8 -0.3 2.4
N -2.53687 0.35594 -3.11900 0.4 3.3 1.4
H -1.49557 -1.58055 -1.90902 -0.1 -1.0 -1.4
H -0.23634 -0.74515 -2.43732 1.9 1.1 0.9
H -0.34611 -2.09358 -3.33520 1.4 -3.1 -1.2
H -0.89810 0.09831 -4.48656 0.2 -0.4 0.9
H -2.90570 -0.48692 -5.59276 0.1 1.4 -0.9
H -3.36936 -1.71858 -4.61699 0.8 -0.1 0.9
H -3.00045 -3.53495 -6.10781 1.1 1.8 -1.8
H -1.46803 -3.61345 -7.19563 -0.9 1.8 1.2
H -2.40158 -1.97371 -7.28553 -1.3 -1.2 -0.9
H -1.85385 1.03431 -2.71450 -1.0 -0.6 0.9
H -3.21332 1.08651 -3.51790 1.3 -2.0 -0.7
C 5.02690 -0.54559 -1.67934 -1.6 9.4 -1.4
C 3.96586 -0.03896 -0.71118 -0.2 -0.4 1.3
C 3.94412 1.46054 -0.79002 -0.7 0.1 0.4
O 5.17748 2.01676 -0.31412 -0.1 1.9 -0.9
C 5.35948 3.46193 -0.67803 2.0 -1.1 12.1
N 2.61564 -0.53825 -1.07402 -0.3 0.5 1.1
H 5.09368 -1.41098 -1.40432 0.9 -10.4 1.1
H 5.93800 -0.07868 -1.46325 1.6 0.8 0.9
H 4.87601 -0.12751 -2.67358 -0.7 -1.2 -0.4
H 4.17623 -0.45864 0.38731 -0.3 1.1 -2.2
H 3.04091 1.82948 -0.32763 -0.1 0.5 1.6
H 3.53301 1.63859 -1.79451 1.5 0.5 -0.9
H 5.13614 3.50639 -1.55492 -2.2 1.0 -10.5
H 6.47441 3.80189 -0.43485 -2.6 -0.9 -0.5
H 4.56194 4.10242 -0.06329 1.9 -1.1 -1.2
H 2.28449 -0.10821 -1.91511 0.7 -0.2 -1.6
H 1.96370 0.01132 -0.49886 0.1 -0.7 0.8
C 1.27855 1.89910 -4.64597 -0.6 -0.1 4.7
O 1.52711 1.01811 -3.52363 -1.3 0.1 1.8
H 1.17407 1.42074 -5.51021 -0.1 -2.7 -3.5
H 2.09394 2.51087 -4.64891 2.1 2.1 -0.5
H 0.39853 2.46200 -4.51356 -1.1 0.9 0.4
H 1.01462 1.26714 -2.63678 0.8 -0.2 -2.9
C -4.28504 -1.34000 -0.60031 6.2 -0.8 -1.5
O -4.38342 -1.39630 -2.02523 -3.1 -3.8 2.7
H -3.28350 -0.82215 -0.17240 -2.0 -1.2 -1.4
H -4.40757 -2.23032 -0.03692 0.3 -1.7 -0.3
H -4.99312 -0.79479 -0.26115 -5.0 4.2 2.2
H -3.78381 -0.82301 -2.36781 3.3 3.1 -1.7
C 1.10263 4.28436 -1.75337 2.2 -0.8 4.0
O 0.02884 3.99853 -2.47232 -2.1 0.0 -3.7
H 2.19566 4.14593 -2.11003 -1.8 0.3 -0.1
H 0.95197 3.65795 -0.83502 1.3 0.0 -0.4
H 0.88524 5.21696 -1.29056 1.0 1.7 0.1
H -0.36624 3.23415 -2.06899 -0.6 -1.1 -0.1
C 2.20411 3.89485 1.93010 -2.5 -2.8 -5.5
O 1.71511 2.56179 2.41887 2.9 3.2 1.6
H 2.29876 4.40430 2.80424 0.1 2.1 2.1
H 1.33838 4.25670 1.07123 2.3 -0.3 2.9
H 3.17676 3.97881 1.27503 -1.6 -1.0 1.6
H 1.24753 2.09589 1.77825 -1.3 -1.2 -2.4

=====

[2]
99
Properties=species:S:1:pos:R:3:forces:R:3 method="wB97M-V/def2-TZVPD" smiles=COC[C@H](C)N.CC(C)O.OCCO.OCCO.OCCO.OCCO.OCCO.OCCO.OCCO lumo_energy_ha=0.01406 orbital_gap_ev=9.980
C 9.71514 13.89497 14.37425 0.5 0.8 -0.8
O 9.85359 14.39937 13.03695 -1.8 -0.5 0.3
C 10.94672 15.17051 12.67166 0.1 -0.2 0.1
C 11.82801 14.38719 11.73799 0.6 -0.7 0.0
C 11.18636 14.06103 10.37590 0.5 0.7 0.2
N 12.33925 13.12780 12.32865 0.4 -0.2 0.5
H 8.74823 14.16288 14.83080 0.1 -0.4 -0.6
H 10.44657 14.41054 14.96992 0.6 0.0 0.6
H 9.92110 12.82640 14.34310 -0.2 -0.1 0.4
H 10.61616 16.07318 12.14112 -0.1 0.1 0.3
H 11.53158 15.43741 13.55380 0.1 0.3 0.1
H 12.73655 15.00515 11.66764 -0.2 0.0 -0.7
H 11.96281 13.69946 9.70026 -0.1 0.2 -0.2
H 10.64776 14.92054 9.95808 0.5 0.0 0.0
H 10.44279 13.28776 10.41307 -0.3 -0.6 0.5
H 11.63677 12.44814 12.58363 -0.9 0.0 -0.5
H 12.78551 13.27509 13.23541 0.2 0.4 -0.3
C 16.90281 15.88674 10.48941 0.0 0.0 -0.5
C 16.96703 14.65863 11.38137 0.2 0.8 -0.1
C 16.14857 14.72393 12.64531 -0.5 0.4 0.1
O 16.48318 13.52694 10.65297 -0.1 -0.5 0.1
H 17.32794 16.80270 10.90024 0.0 -0.2 0.4
H 15.87830 16.10403 10.19649 -0.2 0.0 -0.1
H 17.47849 15.67021 9.57904 -0.2 0.1 0.1
H 18.01198 14.53763 11.66699 0.2 -0.4 0.0
H 16.39045 13.87891 13.26502 -0.2 -0.6 0.2
H 15.07525 14.78745 12.43342 0.1 -0.4 -0.2
H 16.33779 15.59126 13.26757 0.5 0.3 -0.1
H 16.93199 13.36492 9.81093 0.0 0.3 0.1
O 17.01899 10.51677 6.07778 -0.3 0.0 0.3
C 17.12402 10.07510 7.42886 0.5 -0.3 -0.5
C 15.93215 10.36800 8.30498 -0.9 1.4 -0.1
O 15.63412 11.82124 8.24387 0.8 -1.2 -0.1
H 16.87658 11.46242 6.11521 -0.1 0.4 -0.1
H 17.33602 9.00856 7.31464 -0.4 0.0 0.5
H 18.02330 10.49984 7.87561 0.1 0.2 0.2
H 16.10915 10.06589 9.33441 0.3 0.0 0.0
H 15.01930 9.86447 7.99380 0.0 -0.3 -0.3
H 14.84921 11.98507 8.78658 0.0 -0.2 0.1
O 11.11679 10.41547 15.85060 0.4 -0.1 -0.5
C 11.78897 9.52040 14.90916 -0.8 0.4 1.3
C 12.37029 8.34539 15.70024 0.4 -0.6 -1.4
O 13.23358 8.72743 16.72813 0.2 0.2 0.4
H 10.46461 9.91729 16.34946 -0.2 -0.1 -0.1
H 11.07327 9.21647 14.12518 0.5 0.0 0.2
H 12.57075 10.16308 14.49710 0.0 -0.3 -0.1
H 13.02282 7.77407 15.00877 -0.5 0.0 0.2
H 11.58501 7.64664 16.05224 0.1 0.4 -0.1
H 12.80881 9.40714 17.25793 -0.1 0.2 0.0
O 11.15331 10.46478 9.51620 0.3 -0.5 0.9
C 10.51614 10.38241 8.27938 -1.0 0.7 -0.5
C 11.45123 10.04257 7.15380 1.6 0.4 -0.2
O 12.49568 11.11512 7.13418 -0.8 -1.1 0.3
H 12.00404 10.92946 9.43930 0.1 0.0 0.0
H 9.68915 9.65116 8.36750 0.5 0.3 -0.2
H 10.07423 11.36410 8.07497 -0.2 0.0 -0.2
H 10.97072 10.04962 6.17157 -0.2 -0.1 0.2
H 11.85054 9.03141 7.36004 0.3 0.5 -0.2
H 13.36996 10.82860 6.81551 -0.7 -0.2 0.1
O 18.58845 13.61766 15.36160 -0.1 -0.1 -0.1
C 19.62435 12.74022 14.93848 -0.2 0.6 0.5
C 19.23366 11.96782 13.71683 0.1 0.2 0.0
O 18.00900 11.31998 13.99300 0.3 -0.3 -0.2
H 17.76286 13.12391 15.27650 0.1 -0.1 0.1
H 20.45253 13.38980 14.69539 0.5 0.1 0.0
H 19.93117 12.08398 15.76804 -0.2 0.0 -0.2
H 20.06976 11.30602 13.48727 -0.1 -0.5 -0.1
H 19.12487 12.64177 12.85788 -0.1 0.1 0.1
H 17.62955 11.06524 13.13667 -0.4 0.0 0.2
O 17.58684 8.57893 10.81126 -0.5 -1.0 -0.2
C 16.86754 7.74207 11.73210 0.7 -1.1 0.3
C 16.66626 6.32211 11.10817 2.1 2.3 -0.9
O 17.94996 5.85007 10.66883 -0.1 -0.5 0.3
H 17.38221 9.47775 11.06505 -0.1 0.6 0.1
H 17.51618 7.63920 12.61796 -0.5 0.0 0.1
H 15.89169 8.16306 11.97208 0.0 0.1 0.2
H 16.08376 6.54749 10.21414 -0.7 -0.7 0.0
H 16.29327 5.57322 11.79458 -0.4 0.1 0.0
H 18.45962 6.55477 10.24520 -0.5 0.1 0.2
O 13.62020 11.40928 10.41681 0.6 -0.7 -0.3
C 14.04390 10.34553 11.27682 0.1 -0.3 -0.6
C 15.04340 10.82294 12.30642 -0.3 0.3 0.5
O 16.35394 11.03590 11.76864 -0.6 0.6 -0.3
H 13.20781 12.03248 11.02614 -0.4 1.0 0.4
H 13.14760 9.92653 11.75441 0.3 -0.2 0.1
H 14.53580 9.60266 10.62819 -0.4 0.0 0.3
H 15.09228 10.15222 13.17714 0.2 -0.1 -0.4
H 14.63963 11.76530 12.69273 0.2 0.1 0.1
H 16.30824 11.93819 11.33357 0.4 -0.7 0.3
O 7.96284 9.21749 10.86855 0.1 0.1 1.1
C 7.80731 9.88472 12.13500 -1.3 0.2 -0.6
C 8.60740 11.14228 12.16897 0.5 0.0 0.6
O 9.99208 10.82137 12.14855 0.5 0.0 -0.8
H 8.87996 8.92712 10.90060 0.1 -0.2 -0.3
H 6.75177 10.13940 12.27770 -0.1 0.0 -0.5
H 8.01229 9.26809 13.01027 0.5 -0.4 -0.2
H 8.42058 11.60146 13.13748 -0.1 0.4 0.0
H 8.36772 11.83876 11.35678 -0.2 -0.1 0.2
H 10.24633 10.70488 11.20348 0.2 0.1 0.5

=====

| no. | highest occupied orbital energy (eV) |
| --- | --- |
| 1 | -6.422 |
| 2 | -9.597 |